(P)
Density functional theory data (wB97M-V/def2-TZVPD) for a cluster of 2 separate species, C3H11N in total.

```
! wB97M-V def2-TZVPD RIJCOSX def2/J DEFGRID3
* xyz 0 1
C 0.426 0.014 0.005
N 0.419 1.271 -0.732
C 1.069 1.174 -2.031
H 1.333 -0.587 -0.118
H 0.248 0.255 1.054
H -0.445 -0.573 -0.293
H 0.922 1.956 -0.179
H 1.969 0.552 -2.024
H 1.386 2.153 -2.392
H 0.413 0.713 -2.779
C -1.710 -2.086 2.416
H -1.718 -2.898 1.692
H -2.657 -1.561 2.503
H -0.907 -1.436 2.069
H -1.493 -2.524 3.385
*
```

Values from the calculation:
gap between HOMO and LUMO = 10.033 eV
structure (SMILES) = CNC.C
LUMO energy = 1.11 eV


(Q)
Density functional theory data (wB97M-V/def2-TZVPD) for a cluster of 2 separate species, C3H11N in total.

```
! wB97M-V def2-TZVPD RIJCOSX def2/J DEFGRID3
* xyz 0 1
C 0.879 1.144 0.645
C 0.694 -0.353 0.981
N 0.220 -0.522 2.368
H 0.574 1.718 1.519
H 1.905 1.438 0.468
H 0.265 1.417 -0.209
H -0.043 -0.849 0.350
H 1.644 -0.845 0.749
H -0.483 -1.249 2.412
H 0.971 -0.820 2.981
C -1.287 -0.251 -2.483
H -1.353 0.796 -2.792
H -1.742 -0.225 -1.487
H -0.269 -0.608 -2.396
H -1.976 -0.789 -3.106
*
```

Values from the calculation:
gap between HOMO and LUMO = 10.405 eV
structure (SMILES) = CCN.C
LUMO energy = 1.08 eV


It is (P) that is the least stable of them.


(P)
Density functional theory data (wB97M-V/def2-TZVPD) for a structure of composition C5H17N2O.

```
! wB97M-V def2-TZVPD RIJCOSX def2/J DEFGRID3
* xyz 2 2
N -3.409 -0.411 -0.027
C -2.259 0.427 -0.167
C -1.427 -0.867 -0.328
N 0.359 -0.282 -0.390
C 0.740 1.164 -0.437
C 2.214 1.549 -0.196
C 0.936 -0.955 -1.566
H 1.436 -0.451 3.936
H -3.920 -0.356 0.865
H -4.090 -0.259 -0.779
H -2.306 1.119 -1.003
H -2.031 0.987 0.740
H -1.735 -1.594 -1.078
H -1.315 -1.309 0.662
H 0.075 1.761 0.187
H 0.513 1.397 -1.475
H 2.420 2.170 0.671
H 2.910 0.716 -0.061
H 2.565 1.990 -1.124
H 0.869 -0.379 -2.493
H 0.464 -1.907 -1.776
H 2.024 -1.042 -1.487
H 2.203 -1.802 3.574
H 0.750 -0.769 0.440
O 2.016 -0.897 3.312
*
```

Values from the calculation:
⟨S²⟩ = 0.766
gap between HOMO and LUMO (alpha / beta) = 9.473 / 4.073 eV
LUMO energy (alpha / beta) = -7.80 / -13.20 eV


(Q)
Density functional theory data (wB97M-V/def2-TZVPD) for a cluster of 2 separate species, C5H17N2O in total.

```
! wB97M-V def2-TZVPD RIJCOSX def2/J DEFGRID3
* xyz 2 2
N -0.897 1.077 1.742
C -0.441 -0.346 2.089
C 0.675 -0.933 1.204
N 0.873 -0.312 -0.110
C 0.229 -1.029 -1.197
C 0.273 -0.275 -2.522
C 2.250 0.083 -0.401
H -1.627 1.065 0.980
H -1.353 1.540 2.533
H -0.088 1.574 1.380
H -0.221 -0.342 3.152
H -1.356 -0.919 1.998
H 0.557 -2.002 1.062
H 1.594 -0.950 1.796
H -0.789 -1.287 -0.889
H 0.621 -2.044 -1.384
H 1.166 -0.425 -3.131
H -0.573 -0.408 -3.181
H 0.269 0.807 -2.341
H 2.724 0.482 0.486
H 2.373 0.844 -1.169
H 2.758 -0.830 -0.741
H -1.620 1.461 -1.053
H -2.843 0.535 -0.983
O -2.469 1.339 -0.593
*
```

Values from the calculation:
⟨S²⟩ = 0.754
gap between HOMO and LUMO (alpha / beta) = 12.965 / 8.030 eV
LUMO energy (alpha / beta) = -7.03 / -11.95 eV


It is (P) that is the least stable of them.


(P)
Density functional theory data (wB97M-V/def2-TZVPD) for the molecule C20H25N3O.

```
! wB97M-V def2-TZVPD RIJCOSX def2/J DEFGRID3
* xyz 0 1
C 2.855 5.651 1.677
C 2.098 5.109 0.483
O 1.258 5.764 -0.105
N 2.397 3.847 0.090
C 3.421 3.005 0.667
C 3.046 1.524 0.570
N 2.710 1.116 -0.787
C 1.876 0.002 -0.910
C 0.914 -0.147 -1.910
C 0.157 -1.297 -2.022
C 0.305 -2.354 -1.126
N -0.375 -3.557 -1.253
C -1.752 -3.627 -1.710
C -2.732 -3.282 -0.615
C -2.864 -1.969 -0.177
C -3.716 -1.659 0.865
C -4.460 -2.647 1.500
C -5.396 -2.293 2.615
C -4.323 -3.958 1.063
C -3.466 -4.272 0.023
C 1.259 -2.203 -0.119
C 2.027 -1.064 -0.017
C 2.616 2.227 -1.705
C 1.757 3.341 -1.115
H 2.553 6.684 1.824
H 3.928 5.612 1.506
H 2.614 5.086 2.574
H 3.544 3.246 1.723
H 4.385 3.177 0.168
H 3.902 0.941 0.933
H 2.195 1.330 1.239
H 0.727 0.638 -2.626
H -0.560 -1.360 -2.827
H -0.212 -4.171 -0.465
H -1.930 -4.649 -2.061
H -1.876 -2.951 -2.557
H -2.291 -1.188 -0.654
H -3.808 -0.633 1.193
H -5.731 -3.184 3.141
H -4.913 -1.626 3.325
H -6.272 -1.779 2.218
H -4.890 -4.743 1.543
H -3.372 -5.300 -0.300
H 1.405 -3.005 0.593
H 2.763 -1.010 0.769
H 3.626 2.606 -1.899
H 2.211 1.894 -2.657
H 0.761 2.952 -0.871
H 1.631 4.175 -1.812
*
```

Values from the calculation:
gap between HOMO and LUMO = 7.675 eV
structure (SMILES) = CC(=O)N1CCN(c2ccc(NCc3ccc(C)cc3)cc2)CC1
LUMO energy = 0.68 eV


(Q)
Density functional theory data (wB97M-V/def2-TZVPD) for the molecule C20H25N3O.

```
! wB97M-V def2-TZVPD RIJCOSX def2/J DEFGRID3
* xyz 0 1
C -7.919 -1.284 1.216
C -7.612 -0.650 -0.142
C -6.138 -0.405 -0.291
C -5.560 0.770 0.172
C -4.200 0.996 0.075
C -3.378 0.030 -0.497
N -1.996 0.188 -0.635
C -1.222 1.280 -0.310
O -1.630 2.287 0.226
N 0.085 1.126 -0.685
C 1.078 2.112 -0.330
C 1.911 1.737 0.916
N 2.990 0.793 0.742
C 2.619 -0.548 0.353
C 3.733 -1.494 0.797
C 5.061 -1.032 0.272
C 6.130 -1.915 0.172
C 7.360 -1.491 -0.294
C 7.533 -0.168 -0.668
C 6.475 0.716 -0.572
C 5.237 0.296 -0.102
C 4.099 1.281 -0.046
C -3.948 -1.154 -0.959
C -5.308 -1.365 -0.854
H -7.400 -2.235 1.315
H -7.588 -0.630 2.021
H -8.987 -1.456 1.325
H -7.960 -1.314 -0.936
H -8.153 0.295 -0.227
H -6.187 1.531 0.614
H -3.768 1.914 0.435
H -1.536 -0.584 -1.095
H 0.410 0.239 -1.032
H 0.524 3.028 -0.115
H 1.731 2.286 -1.190
H 1.232 1.334 1.673
H 2.352 2.654 1.316
H 2.482 -0.645 -0.742
H 1.685 -0.817 0.851
H 3.770 -1.500 1.890
H 3.526 -2.513 0.461
H 5.989 -2.946 0.464
H 8.181 -2.188 -0.367
H 8.491 0.172 -1.034
H 6.606 1.748 -0.865
H 3.806 1.504 -1.092
H 4.449 2.217 0.400
H -3.319 -1.913 -1.407
H -5.732 -2.290 -1.221
*
```

Values from the calculation:
gap between HOMO and LUMO = 8.535 eV
structure (SMILES) = CCc1ccc(NC(=O)NCCN2CCc3ccccc3C2)cc1
LUMO energy = 0.51 eV


It is (P) that is the least stable of them.


(P)
Density functional theory data (wB97M-V/def2-TZVPD) for the molecule C3H7N3OS.

```
! wB97M-V def2-TZVPD RIJCOSX def2/J DEFGRID3
* xyz 0 1
H -1.190 -1.547 -2.435
N -0.408 -1.287 -1.831
C -0.797 -1.284 -0.623
N 0.051 -1.068 0.435
C -0.392 -0.576 1.725
O 1.330 -0.657 0.085
C 1.438 0.622 -0.375
N 0.479 1.449 -0.368
S 0.836 3.007 -0.983
H -1.835 -1.493 -0.251
H 0.323 -0.840 2.525
H -1.341 -1.057 1.981
H -0.535 0.518 1.739
H 2.468 0.750 -0.726
H -0.427 3.465 -0.897
*
```

Values from the calculation:
gap between HOMO and LUMO = 9.597 eV
structure (SMILES) = [H]/N=C/N(C)O/C=N/S
LUMO energy = 0.86 eV


(Q)
Density functional theory data (wB97M-V/def2-TZVPD) for the molecule C3H7N3OS.

```
! wB97M-V def2-TZVPD RIJCOSX def2/J DEFGRID3
* xyz 0 1
H 1.098 -2.545 0.629
N 0.795 -2.096 -0.221
C 0.147 -1.026 0.010
C -0.373 -0.205 -1.154
N 0.305 1.077 -1.314
C -0.052 2.162 -0.598
O -0.923 2.180 0.248
N -0.185 -0.463 1.245
S 0.412 -1.051 2.710
H -0.197 -0.805 -2.039
H -1.416 0.015 -1.041
H 1.108 1.139 -1.899
H 0.510 3.061 -0.868
H -0.614 0.445 1.244
H -0.616 -1.887 3.049
*
```

Values from the calculation:
gap between HOMO and LUMO = 10.248 eV
structure (SMILES) = [H]/N=C(/CNC=O)NS
LUMO energy = 0.76 eV


(R)
Density functional theory data (wB97M-V/def2-TZVPD) for a structure of composition C3H7N3OS.

```
! wB97M-V def2-TZVPD RIJCOSX def2/J DEFGRID3
* xyz 0 1
C -2.598 -0.386 -0.586
C -0.566 0.701 0.147
C 0.815 0.862 0.944
H -2.352 -1.395 -1.512
H -3.725 -0.718 0.144
H -2.700 0.837 -1.150
H 0.083 -1.200 0.327
H -1.165 1.879 -1.274
H 0.922 1.425 1.840
H 1.106 0.360 -1.442
N -1.594 -0.178 0.449
N -0.461 1.816 -0.510
N 1.905 0.303 0.682
O -0.864 -1.357 0.854
S 1.868 -0.687 -0.696
*
```

Values from the calculation:
gap between HOMO and LUMO = 9.523 eV
LUMO energy = 0.37 eV


It is (R) that is the least stable of them.